Entry 1:
{
  "formula": "C21H26ClN3O3",
  "method": "ωB97M-V/def2-TZVPD",
  "symbols": ["C", "H", "H", "H", "C", "C", "N", "O", "C", "C", "H", "C", "N", "C", "O", "C", "H", "C", "H", "C", "C", "O", "N", "C", "H", "H", "C", "H", "H", "C", "C", "C", "C", "C", "C", "C", "H", "H", "Cl", "H", "H", "H", "H", "H", "H", "H", "H", "H", "H", "C", "H", "H", "H", "H"],
  "xyz": [[-1.841, -2.137, -1.431], [-2.613, -2.386, -2.119], [-1.983, -1.213, -0.889], [-1.029, -1.866, -2.206], [-1.445, -3.532, -0.843], [-0.221, -3.160, 0.026], [0.821, -3.884, -0.138], [1.906, -3.222, 0.299], [1.414, -2.198, 1.073], [0.172, -2.111, 0.922], [-0.592, -1.155, 1.390], [2.350, -1.373, 1.888], [3.011, -0.539, 1.112], [2.952, 1.001, 1.708], [2.490, 1.190, 2.640], [3.331, 1.972, 0.828], [3.935, 2.596, 1.369], [4.274, 1.499, -0.362], [5.120, 2.462, -0.735], [3.479, 1.277, -1.599], [2.042, 0.763, -1.536], [1.481, -0.125, -1.803], [1.401, 1.699, -0.552], [2.058, 2.665, 0.281], [1.482, 3.166, 0.665], [2.464, 3.468, -0.570], [0.068, 1.071, -0.216], [0.045, 1.327, 0.845], [-0.253, 0.251, -0.553], [-0.926, 2.261, -0.625], [-2.333, 1.965, -0.373], [-2.852, 2.022, 0.843], [-4.040, 1.629, 1.362], [-4.879, 0.800, 0.389], [-4.435, 0.660, -0.878], [-3.106, 1.392, -1.201], [-2.764, 1.035, -2.417], [-5.023, 0.231, -1.332], [-6.439, 0.393, 0.885], [-4.552, 1.872, 2.440], [-2.129, 2.487, 1.854], [-0.877, 3.339, 0.002], [-0.972, 2.358, -1.749], [3.959, 0.324, -2.286], [3.324, 2.189, -2.407], [5.064, 0.627, -0.149], [3.342, -0.674, 0.319], [2.119, -1.194, 2.921], [3.296, -2.050, 2.177], [-2.670, -3.643, 0.394], [-2.682, -2.826, 0.973], [-3.452, -3.898, -0.207], [-2.046, -4.514, 0.828], [-1.245, -4.291, -1.259]],
  "lowdin_charge": [-0.074, 0.059, 0.052, 0.105, -0.169, -0.286, 0.096, 0.025, -0.287, -0.008, 0.215, -0.208, 0.096, -0.479, 0.282, -0.215, 0.126, -0.150, 0.193, -0.168, -0.525, 0.199, -0.053, -0.052, -0.018, 0.194, -0.068, 0.121, 0.011, -0.108, -0.434, -0.132, -0.076, -0.697, -0.035, -0.013, 0.197, -0.043, 0.705, 0.152, 0.195, 0.181, 0.126, 0.179, 0.170, 0.151, 0.000, 0.132, 0.167, 0.018, 0.010, 0.024, 0.107, 0.012],
  "largest_force_ha_per_bohr": 0.38393,
  "homo_ha": -0.313,
  "relative_energy_kj_mol": 2140.2,
  "orbital_gap_ev": 8.978,
  "smiles": "CC(C)c1cc(CNC(=O)[C@H]2CCC(=O)N(CCc3ccc(Cl)cc3)C2)on1"
}



Entry 2:
{
  "formula": "C21H26ClN5O4S",
  "method": "ωB97M-V/def2-TZVPD",
  "symbols": ["O", "C", "Cl", "C", "N", "C", "O", "O", "C", "C", "C", "C", "C", "C", "C", "S", "C", "N", "N", "C", "O", "C", "C", "C", "C", "C", "N", "H", "H", "H", "H", "H", "H", "H", "H", "H", "H", "H", "H", "H", "H", "H", "H", "H", "H", "H", "H", "H", "N", "C", "C", "C", "C", "H", "H", "H", "H", "H"],
  "xyz": [[5.330, -3.190, 0.572], [4.881, -3.275, -0.502], [4.447, -4.855, -1.208], [4.560, -2.117, -1.427], [3.141, -1.790, -1.222], [2.516, -1.473, -2.469], [3.092, -1.059, -3.427], [1.218, -1.708, -2.386], [0.474, -1.397, -3.568], [0.070, 0.061, -3.622], [-0.774, 0.437, -2.391], [-2.209, 0.834, -2.746], [-3.158, 0.775, -1.545], [-4.614, 0.494, -1.969], [-5.351, -0.373, -0.939], [-7.107, 0.099, -0.999], [-7.799, -0.944, 0.203], [-8.733, -0.608, 1.035], [-9.031, -1.761, 1.764], [-8.241, -2.675, 1.318], [-7.428, -2.247, 0.323], [2.944, -0.709, -0.290], [2.931, -0.982, 1.070], [2.743, 0.030, 1.996], [2.550, 1.313, 1.492], [2.557, 1.483, 0.116], [2.762, 0.515, -0.777], [5.196, -1.295, -1.110], [4.757, -2.429, -2.442], [-0.438, -1.985, -3.497], [0.981, -1.721, -4.471], [-0.590, 0.134, -4.484], [0.934, 0.707, -3.731], [-0.306, 1.252, -1.843], [-0.824, -0.392, -1.686], [-2.575, 0.143, -3.504], [-2.211, 1.853, -3.125], [-2.851, 0.012, -0.833], [-3.172, 1.743, -1.052], [-5.155, 1.432, -2.070], [-4.631, -0.030, -2.919], [-4.957, -0.204, 0.057], [-5.283, -1.422, -1.204], [-8.201, -3.694, 1.649], [3.077, -1.999, 1.401], [2.734, -0.163, 3.055], [2.378, 2.152, 2.147], [2.389, 2.477, -0.278], [3.752, 3.950, 4.848], [4.829, 3.121, 5.004], [4.361, 1.890, 5.377], [2.944, 1.980, 5.447], [2.599, 3.263, 5.114], [3.800, 4.915, 4.582], [5.831, 3.476, 4.837], [4.966, 1.021, 5.577], [2.257, 1.193, 5.712], [1.638, 3.742, 5.043]],
  "lowdin_charge": [0.083, -0.786, 0.649, -0.137, 0.032, -0.552, 0.143, 0.044, -0.164, -0.156, -0.200, -0.207, -0.200, -0.274, -0.464, 0.997, -0.707, 0.043, 0.050, -0.191, 0.029, -0.278, 0.007, -0.038, -0.054, -0.128, 0.157, 0.140, 0.115, 0.131, 0.127, 0.111, 0.114, 0.109, 0.105, 0.104, 0.119, 0.106, 0.115, 0.089, 0.104, 0.084, 0.080, 0.127, 0.112, 0.102, 0.093, 0.105, 0.003, -0.139, -0.113, -0.125, -0.151, 0.143, 0.106, 0.091, 0.091, 0.106],
  "largest_force_ha_per_bohr": 0.02629,
  "homo_ha": -0.319,
  "orbital_gap_ev": 9.231,
  "smiles": "O=C(Cl)CN(C(=O)OCCCCCCCSc1nnco1)c1ccccn1.c1cc[nH]c1"
}



Entry 3:
{
  "formula": "C21H26F5GaN3O6S2SbSe4Te",
  "method": "ωB97M-V/def2-TZVPD",
  "symbols": ["Ga", "C", "C", "C", "O", "H", "H", "H", "H", "H", "H", "Se", "Sb", "Se", "Se", "Se", "N", "C", "C", "C", "C", "C", "N", "H", "H", "H", "H", "H", "H", "C", "S", "O", "C", "C", "C", "C", "C", "C", "H", "H", "H", "H", "H", "H", "H", "H", "F", "Te", "F", "F", "F", "F", "O", "N", "C", "C", "C", "C", "C", "C", "S", "O", "O", "O", "H", "H", "H", "H", "H", "H"],
  "xyz": [[0.308, -0.981, -0.496], [-2.422, -3.465, 2.146], [-1.068, -3.228, 1.555], [-0.291, -4.423, 1.113], [-0.638, -2.083, 1.452], [-2.302, -3.947, 3.119], [-2.987, -4.151, 1.511], [-2.957, -2.527, 2.264], [-0.409, -5.234, 1.832], [0.753, -4.182, 0.943], [-0.718, -4.752, 0.161], [-0.133, -5.636, -5.617], [-0.659, -3.301, -4.589], [-1.749, -4.747, -2.685], [1.314, -5.340, -3.903], [-3.242, -3.440, -1.669], [2.253, -1.820, 1.973], [2.949, -1.170, 1.004], [4.292, -0.825, 1.225], [4.984, -0.145, 0.262], [4.357, 0.138, -0.956], [3.058, -0.241, -1.119], [2.330, -0.864, -0.148], [2.656, -1.884, 2.889], [1.273, -2.024, 1.862], [4.742, -1.066, 2.178], [5.994, 0.191, 0.446], [4.864, 0.686, -1.736], [2.526, -0.020, -2.030], [-5.822, 0.810, -1.526], [-4.197, 0.202, -1.114], [-3.551, 0.291, -2.535], [-3.570, 1.576, -0.183], [-3.124, 2.726, -0.815], [-2.567, 3.731, -0.037], [-2.482, 3.585, 1.342], [-2.952, 2.432, 1.959], [-3.486, 1.407, 1.192], [-5.724, 1.773, -2.022], [-6.383, 0.901, -0.596], [-6.284, 0.075, -2.181], [-3.160, 2.811, -1.892], [-2.184, 4.624, -0.512], [-2.032, 4.369, 1.936], [-2.879, 2.321, 3.032], [-3.808, 0.480, 1.652], [0.307, -2.713, -1.051], [-1.599, -0.496, -2.771], [-1.318, 0.039, -4.650], [-2.431, -2.915, -5.213], [0.497, -0.483, -2.420], [-1.212, 1.348, -2.602], [-1.507, -0.533, -0.862], [0.070, 0.620, 0.879], [1.124, 1.597, 1.037], [1.461, 2.397, -0.045], [2.598, 3.185, 0.031], [3.391, 3.163, 1.172], [2.991, 2.429, 2.277], [1.852, 1.640, 2.213], [5.006, 3.946, 1.162], [5.253, 4.265, 2.556], [4.843, 5.081, 0.273], [5.848, 2.879, 0.632], [-0.759, 1.030, 0.451], [-0.222, 0.245, 1.777], [0.867, 2.357, -0.955], [2.912, 3.797, -0.805], [3.603, 2.464, 3.169], [1.554, 1.028, 3.058]],
  "lowdin_charge": [0.201, -0.003, -0.444, -0.004, -0.019, 0.100, 0.074, 0.085, 0.099, 0.084, 0.057, 0.039, 0.766, -0.025, 0.049, 0.112, 0.176, -0.349, 0.001, -0.026, -0.032, -0.090, 0.081, 0.112, 0.049, 0.121, 0.118, 0.122, 0.110, -0.198, 0.996, -0.679, -0.417, -0.064, -0.043, -0.055, -0.070, -0.090, 0.073, 0.072, 0.069, 0.118, 0.119, 0.116, 0.112, 0.113, -0.278, 1.757, -0.559, -0.611, -0.389, -0.409, -0.653, 0.112, -0.301, -0.029, -0.036, -0.249, -0.044, -0.042, 0.403, -0.355, -0.351, -0.358, 0.085, 0.108, 0.117, 0.120, 0.117, 0.110],
  "largest_force_ha_per_bohr": 0.01189,
  "homo_ha": [-0.281, -0.281],
  "relative_energy_kj_mol": 10.5,
  "orbital_gap_ev": [4.901, 5.236]
}



Entry 4:
{
  "formula": "C21H26FNO2S",
  "method": "ωB97M-V/def2-TZVPD",
  "symbols": ["C", "C", "C", "F", "C", "C", "C", "C", "C", "C", "N", "C", "C", "C", "C", "C", "C", "S", "H", "H", "H", "H", "H", "H", "H", "H", "H", "H", "H", "H", "H", "H", "C", "C", "O", "C", "H", "H", "H", "H", "H", "H", "C", "C", "O", "C", "H", "H", "H", "H", "H", "H"],
  "xyz": [[5.215, -0.912, -1.536], [3.968, 0.065, -1.037], [3.819, 1.404, -2.013], [3.980, 0.951, -3.444], [2.282, 2.048, -1.941], [1.914, 3.195, -3.089], [0.401, 3.862, -3.130], [-0.688, 3.363, -2.010], [-0.300, 2.245, -0.828], [1.202, 1.562, -0.780], [-1.314, 1.839, 0.218], [-2.638, 1.411, -0.374], [-3.332, -0.032, 0.053], [-4.784, -0.402, -0.659], [-5.574, 0.571, -1.722], [-4.883, 2.001, -2.148], [-3.437, 2.382, -1.477], [-2.494, 3.983, -1.922], [5.279, -1.861, -0.817], [5.062, -1.307, -2.630], [6.215, -0.305, -1.487], [4.177, 0.364, 0.094], [2.993, -0.621, -1.092], [4.655, 2.203, -1.835], [2.697, 3.544, -3.900], [0.096, 4.673, -3.919], [1.450, 0.774, 0.052], [-0.937, 1.161, 0.916], [-2.767, -0.759, 0.811], [-5.261, -1.436, -0.381], [-6.615, 0.317, -2.230], [-5.355, 2.765, -2.935], [-8.435, -3.213, 2.552], [-7.297, -2.405, 1.985], [-6.458, -2.916, 1.245], [-7.226, -0.949, 2.360], [-8.358, -4.246, 2.197], [-8.382, -3.213, 3.643], [-9.388, -2.797, 2.216], [-7.120, -0.849, 3.443], [-8.126, -0.433, 2.016], [-6.355, -0.493, 1.878], [7.445, -0.704, 1.639], [6.733, -1.965, 2.050], [5.769, -2.391, 1.414], [7.245, -2.685, 3.268], [6.966, -0.293, 0.743], [7.382, 0.036, 2.440], [8.489, -0.926, 1.406], [7.173, -2.033, 4.142], [8.281, -2.996, 3.108], [6.635, -3.578, 3.446]],
  "lowdin_charge": [-0.142, -0.202, -0.212, -0.134, -0.078, -0.016, -0.054, -0.383, -0.146, 0.033, -0.026, -0.154, -0.010, -0.067, -0.077, -0.072, -0.389, 0.770, 0.073, 0.080, 0.071, 0.121, 0.121, 0.150, 0.097, 0.090, 0.087, 0.114, 0.096, 0.067, 0.088, 0.100, -0.028, -0.488, 0.037, -0.023, 0.085, 0.086, 0.086, 0.087, 0.089, 0.067, -0.019, -0.483, 0.038, -0.027, 0.059, 0.089, 0.090, 0.086, 0.087, 0.085],
  "largest_force_ha_per_bohr": 0.09658,
  "homo_ha": -0.277,
  "orbital_gap_ev": 7.552,
  "smiles": "CC[C@@H](F)c1ccc2c(c1)Nc1ccccc1S2.CC(C)=O.CC(C)=O"
}



Entry 5:
{
  "formula": "C21H26I2O6",
  "method": "ωB97M-V/def2-TZVPD",
  "symbols": ["C", "C", "I", "C", "I", "C", "C", "C", "C", "C", "C", "C", "O", "C", "C", "C", "O", "H", "H", "H", "H", "H", "H", "H", "H", "H", "H", "O", "C", "O", "C", "C", "C", "H", "H", "H", "H", "H", "H", "H", "H", "O", "C", "O", "C", "C", "C", "H", "H", "H", "H", "H", "H", "H", "H"],
  "xyz": [[-1.726, -4.675, 6.556], [-2.105, -5.909, 5.756], [-4.197, -5.883, 5.268], [-1.241, -6.150, 4.495], [0.331, -7.504, 5.050], [-0.752, -4.875, 3.838], [0.569, -4.437, 3.837], [0.934, -3.243, 3.238], [-0.032, -2.458, 2.636], [-1.356, -2.894, 2.611], [-1.712, -4.093, 3.195], [-2.378, -2.048, 1.926], [-3.338, -2.519, 1.364], [-2.098, -0.582, 1.957], [-0.832, -0.166, 1.987], [0.288, -1.150, 1.998], [1.362, -0.900, 1.500], [-0.642, -4.645, 6.686], [-2.029, -3.755, 6.059], [-2.204, -4.712, 7.531], [-2.003, -6.773, 6.402], [-1.817, -6.702, 3.760], [1.339, -5.029, 4.308], [1.966, -2.920, 3.245], [-2.746, -4.403, 3.141], [-2.934, 0.104, 1.929], [-0.581, 0.886, 1.983], [3.530, 2.354, -4.736], [2.783, 1.589, -4.188], [2.058, 2.034, -3.146], [1.000, 1.271, -2.548], [1.512, 0.304, -1.502], [2.688, 0.139, -4.601], [0.406, 0.780, -3.318], [0.357, 2.019, -2.087], [2.170, -0.449, -1.938], [0.679, -0.208, -1.024], [2.076, 0.833, -0.735], [3.483, -0.413, -4.100], [2.849, 0.086, -5.674], [1.735, -0.331, -4.374], [-0.855, 3.784, -4.897], [-0.272, 4.756, -4.498], [-0.994, 5.717, -3.879], [-0.390, 6.841, -3.235], [-0.105, 7.971, -4.203], [1.208, 4.950, -4.712], [0.503, 6.536, -2.688], [-1.124, 7.158, -2.496], [0.620, 7.675, -4.961], [0.292, 8.835, -3.669], [-1.021, 8.266, -4.713], [1.371, 5.385, -5.697], [1.687, 3.978, -4.674], [1.690, 5.574, -3.964]],
  "lowdin_charge": [-0.167, -0.857, 0.865, -0.732, 0.923, -0.273, -0.057, 0.019, -0.094, -0.083, 0.026, -0.330, 0.128, 0.035, 0.027, -0.331, 0.110, 0.082, 0.071, 0.075, 0.019, 0.053, 0.047, 0.126, 0.080, 0.123, 0.123, 0.098, -0.532, -0.013, -0.226, -0.065, 0.017, 0.117, 0.123, 0.073, 0.070, 0.084, 0.096, 0.092, 0.071, 0.100, -0.519, -0.006, -0.243, -0.065, 0.024, 0.110, 0.121, 0.069, 0.080, 0.083, 0.101, 0.055, 0.077],
  "largest_force_ha_per_bohr": 0.00862,
  "homo_ha": -0.359,
  "orbital_gap_ev": 8.549,
  "smiles": "C[C@@H](I)[C@H](I)c1ccc2c(c1)C(=O)C=CC2=O.CCOC(C)=O.CCOC(C)=O"
}



Entry 6:
{
  "formula": "C21H26N2O2",
  "method": "ωB97M-V/def2-TZVPD",
  "symbols": ["C", "H", "O", "C", "C", "C", "C", "C", "C", "H", "H", "C", "N", "C", "H", "H", "H", "C", "H", "H", "H", "H", "C", "N", "C", "O", "C", "C", "C", "C", "C", "C", "H", "C", "H", "H", "C", "H", "H", "C", "H", "H", "H", "H", "H", "H", "H", "H", "H", "H", "H"],
  "xyz": [[-2.143, -0.325, -3.812], [-2.339, 0.185, -4.754], [-2.343, 0.639, -2.809], [-2.145, 0.276, -1.510], [-1.781, -0.994, -1.080], [-1.589, -1.240, 0.270], [-1.752, -0.242, 1.220], [-2.130, 1.022, 0.778], [-2.326, 1.282, -0.560], [-2.609, 2.265, -0.903], [-2.254, 1.819, 1.496], [-1.491, -0.466, 2.698], [-2.554, -1.142, 3.436], [-3.028, -2.378, 2.853], [-3.570, -2.232, 1.906], [-3.704, -2.853, 3.564], [-2.195, -3.056, 2.680], [-3.665, -0.257, 3.722], [-4.363, -0.775, 4.379], [-3.298, 0.628, 4.238], [-4.208, 0.059, 2.818], [-1.391, 0.525, 3.153], [-0.130, -1.172, 2.923], [0.852, -0.753, 1.944], [1.143, 0.567, 1.775], [0.861, 1.418, 2.594], [1.827, 0.871, 0.485], [1.471, 2.044, -0.173], [2.029, 2.370, -1.398], [2.969, 1.522, -1.948], [3.345, 0.355, -1.284], [2.775, 0.015, -0.076], [3.083, -0.881, 0.444], [4.380, -0.389, -2.077], [3.911, -1.231, -2.595], [5.181, -0.785, -1.453], [4.880, 0.663, -3.080], [5.739, 1.186, -2.656], [5.186, 0.221, -4.027], [3.714, 1.651, -3.243], [3.063, 1.354, -4.071], [4.052, 2.669, -3.433], [1.739, 3.278, -1.907], [0.743, 2.691, 0.292], [0.945, -1.338, 1.129], [0.231, -0.909, 3.919], [-0.226, -2.256, 2.866], [-1.299, -2.237, 0.570], [-1.636, -1.800, -1.783], [-2.836, -1.167, -3.708], [-1.114, -0.699, -3.812]],
  "lowdin_charge": [-0.094, 0.092, -0.085, -0.275, -0.009, -0.047, -0.197, -0.023, 0.004, 0.119, 0.123, -0.282, -0.220, -0.103, 0.088, 0.085, 0.073, -0.097, 0.082, 0.087, 0.088, 0.129, -0.110, 0.065, -0.459, 0.085, -0.131, -0.012, -0.008, -0.185, -0.180, 0.027, 0.122, -0.132, 0.118, 0.114, -0.174, 0.112, 0.104, -0.131, 0.119, 0.115, 0.114, 0.116, 0.121, 0.130, 0.112, 0.113, 0.102, 0.095, 0.094],
  "largest_force_ha_per_bohr": 0.00945,
  "homo_ha": -0.305,
  "relative_energy_kj_mol": 180.6,
  "orbital_gap_ev": 8.853,
  "smiles": "COc1ccc([C@H](CNC(=O)c2ccc3c(c2)CCC3)N(C)C)cc1"
}